ORCA calculation (ωB97M-V with the def2-TZVPD basis set) on 2 unconnected molecules or ions with the total composition C4H12 in a non-equilibrium geometry.

Last columns: bonded neighbours and bond lengths (Å).
Atoms and positions in Å:
1 C -0.91 1.11 -1.54  C2 1.541, H3 1.086, H4 1.088, H5 1.088
2 C -2.43 0.99 -1.33  C1 1.541, H6 1.093, H7 1.088, H8 1.092
3 H -0.75 1.80 -2.37  C1 1.086
4 H -0.48 1.51 -0.63  C1 1.088
5 H -0.50 0.13 -1.75  C1 1.088
6 H -2.65 0.35 -0.46  C2 1.093
7 H -2.99 0.59 -2.18  C2 1.088
8 H -2.85 1.96 -1.08  C2 1.092
9 C 1.05 -1.02 1.02  C10 1.526, H11 1.088, H12 1.092, H13 1.090
10 C 2.35 -1.12 1.81  C9 1.526, H14 1.090, H15 1.090, H16 1.089
11 H 0.37 -1.85 1.23  C9 1.088
12 H 0.53 -0.10 1.28  C9 1.092
13 H 1.23 -0.97 -0.06  C9 1.090
14 H 2.12 -1.20 2.87  C10 1.090
15 H 2.95 -0.22 1.68  C10 1.090
16 H 2.96 -1.97 1.50  C10 1.089

Values from the calculation:
Energy relative to the best compared isomer or geometry (same formula, charge and spin) (kJ/mol): 5.3
Spin multiplicity: 1
LUMO energy (eV): 1.157
SMILES string: CC.CC
HOMO (eV): -11.88
DFT total energy (Eh): -159.58296
Kohn-Sham gap (eV): 13.0395
F_max (eV/Å): 1.20